ORCA calculation (ωB97M-V with the def2-TZVPD basis set) on one molecule with the formula C3H6N2O.

Positions of all 12 atoms, in Å:
N: 1.970 0.357 -0.275
C: 1.058 -0.666 -0.181
O: 1.351 -1.847 -0.168
N: -0.235 -0.223 -0.182
C: -1.513 -0.617 0.246
C: -1.086 0.838 0.195
H: 1.693 1.320 -0.374
H: 2.916 0.100 -0.495
H: -2.154 -1.024 -0.531
H: -1.639 -1.057 1.235
H: -1.424 1.474 -0.619
H: -0.938 1.345 1.149

Properties
LUMO energy, eV: 0.89
HOMO-LUMO gap, eV: 10.387
Structure (SMILES): NC(=O)N1CC1
ΔE to the lowest compared entry with this formula, charge and spin, eV: 1.487
Max |F|, eV Å⁻¹: 0.379